Record 1
ORCA calculation (ωB97M-V/def2-TZVPD) on a cluster of 18 separate species, C58H163N11O18 in total in a non-equilibrium geometry.

Each line ends with the Mulliken charge.
Atoms and positions in Å:
C (-5.83, 2.28, 0.76)  -1.482
C (-5.72, 3.50, 1.72)  2.481
C (-6.34, 4.79, 1.20)  -0.824
O (-5.98, 5.97, 1.98)  -0.442
C (-4.76, 6.57, 1.68)  -0.229
N (-6.38, 3.15, 3.03)  -0.940
H (-5.14, 2.18, -0.09)  0.084
H (-6.81, 2.14, 0.31)  0.427
H (-5.73, 1.37, 1.34)  0.384
H (-4.66, 3.72, 1.93)  -1.194
H (-7.43, 4.71, 1.24)  0.430
H (-5.97, 4.89, 0.17)  0.191
H (-3.89, 5.89, 1.71)  -0.116
H (-4.60, 7.34, 2.44)  0.359
H (-4.81, 7.09, 0.70)  0.237
H (-5.68, 2.61, 3.54)  0.320
H (-6.49, 3.98, 3.61)  0.344
C (2.92, 3.15, 2.54)  0.290
C (3.69, 3.56, 3.77)  0.986
C (5.12, 4.07, 3.62)  -1.160
O (5.94, 3.09, 3.06)  -0.094
C (7.35, 3.35, 3.03)  -0.861
N (2.89, 4.65, 4.46)  -0.644
H (3.45, 2.33, 2.00)  0.019
H (2.76, 3.97, 1.82)  0.046
H (1.95, 2.73, 2.76)  -0.768
H (3.77, 2.62, 4.35)  0.062
H (5.49, 4.33, 4.62)  0.383
H (5.21, 5.02, 3.05)  0.405
H (7.73, 3.29, 4.05)  0.323
H (7.57, 4.35, 2.64)  0.379
H (7.76, 2.59, 2.38)  0.165
H (1.90, 4.54, 4.27)  0.034
H (3.04, 4.68, 5.48)  0.311
C (4.91, -4.95, -5.34)  -1.717
C (4.03, -4.87, -4.13)  1.710
C (2.89, -3.86, -4.26)  -0.715
O (3.40, -2.50, -4.44)  -0.349
C (3.97, -1.83, -3.39)  -0.349
N (3.45, -6.24, -3.90)  -0.815
H (5.59, -5.77, -5.21)  0.518
H (5.48, -4.03, -5.52)  0.296
H (4.33, -5.22, -6.23)  0.348
H (4.60, -4.54, -3.28)  -0.577
H (2.26, -3.96, -3.36)  -0.009
H (2.22, -4.00, -5.11)  0.495
H (4.95, -2.19, -3.06)  0.413
H (3.39, -1.82, -2.46)  -0.210
H (4.12, -0.78, -3.70)  0.313
H (3.06, -6.21, -2.98)  0.407
H (4.22, -6.86, -3.90)  0.284
C (-2.48, -3.74, 0.01)  -1.097
C (-0.97, -3.75, -0.20)  1.399
C (-0.22, -3.70, 1.12)  -0.342
O (-0.48, -2.42, 1.77)  0.771
C (0.12, -2.22, 2.98)  0.347
N (-0.43, -4.95, -0.86)  -0.381
H (-2.82, -2.85, 0.49)  -0.356
H (-2.75, -4.61, 0.60)  0.361
H (-3.00, -3.91, -0.94)  0.450
H (-0.70, -2.91, -0.84)  -0.524
H (0.86, -3.80, 0.90)  -1.238
H (-0.53, -4.51, 1.78)  0.924
H (-0.49, -2.72, 3.76)  -0.823
H (0.15, -1.15, 3.25)  -0.365
H (1.13, -2.63, 3.02)  0.302
H (-0.79, -5.78, -0.41)  0.211
H (-0.80, -5.04, -1.81)  0.239
C (2.56, -0.51, 0.90)  -1.530
C (1.37, -0.26, -0.04)  1.359
C (0.53, 0.82, 0.62)  1.565
O (-0.57, 1.29, -0.20)  0.636
C (-1.48, 0.26, -0.58)  0.848
N (1.83, 0.16, -1.38)  0.537
H (3.22, 0.37, 0.90)  0.395
H (3.12, -1.34, 0.46)  -0.514
H (2.27, -0.78, 1.89)  0.592
H (0.73, -1.16, -0.10)  -0.546
H (1.12, 1.66, 0.96)  -0.434
H (0.05, 0.39, 1.51)  -1.411
H (-1.05, -0.29, -1.39)  -0.367
H (-2.45, 0.74, -0.73)  -0.554
H (-1.59, -0.39, 0.30)  -0.320
H (1.15, 0.75, -1.83)  -0.234
H (2.72, 0.61, -1.33)  0.022
C (7.26, -0.88, 2.76)  -1.538
C (6.39, -2.06, 3.10)  0.465
C (4.89, -1.82, 2.63)  0.062
O (3.91, -2.82, 2.86)  -0.155
C (3.63, -2.95, 4.26)  -0.879
N (6.90, -3.33, 2.53)  -0.703
H (8.20, -1.14, 3.26)  0.445
H (6.95, 0.04, 3.24)  0.391
H (7.40, -0.65, 1.70)  0.096
H (6.46, -2.14, 4.19)  0.396
H (4.85, -1.64, 1.54)  -0.540
H (4.57, -0.89, 3.09)  0.638
H (3.02, -3.81, 4.39)  0.298
H (3.05, -2.09, 4.64)  0.184
H (4.52, -2.97, 4.83)  0.365
H (6.91, -3.30, 1.51)  0.048
H (6.32, -4.09, 2.83)  0.390
C (-2.03, -2.06, 6.78)  -1.703
C (-2.11, -3.57, 6.43)  0.566
C (-2.81, -3.91, 5.11)  0.273
O (-2.87, -5.33, 4.81)  -0.344
C (-3.75, -6.06, 5.66)  -0.742
N (-0.72, -4.07, 6.36)  -0.512
H (-3.00, -1.54, 6.85)  0.419
H (-1.63, -1.43, 5.99)  0.191
H (-1.52, -1.90, 7.71)  0.448
H (-2.66, -4.06, 7.24)  0.353
H (-2.27, -3.56, 4.24)  -0.682
H (-3.82, -3.49, 5.15)  0.470
H (-4.74, -5.90, 5.24)  0.272
H (-3.75, -5.69, 6.68)  0.292
H (-3.48, -7.11, 5.67)  0.268
H (-0.69, -5.00, 5.96)  0.219
H (-0.34, -4.02, 7.28)  0.231
C (-0.97, 0.92, -4.83)  -0.943
C (0.14, -0.08, -5.19)  0.770
C (1.52, 0.47, -5.52)  -0.263
O (1.46, 1.24, -6.71)  -0.444
C (2.71, 1.82, -7.05)  -0.722
N (0.24, -1.12, -4.07)  0.359
H (-1.44, 1.48, -5.66)  0.472
H (-0.61, 1.66, -4.13)  0.144
H (-1.79, 0.33, -4.35)  -0.368
H (-0.25, -0.55, -6.09)  0.203
H (2.20, -0.35, -5.74)  0.686
H (1.89, 1.12, -4.71)  -0.116
H (2.80, 2.08, -8.11)  0.295
H (3.54, 1.17, -6.77)  0.299
H (2.87, 2.78, -6.54)  0.242
H (1.02, -1.67, -4.41)  0.024
H (0.49, -0.68, -3.17)  -0.890
C (0.00, 5.06, 1.52)  -0.994
C (-0.85, 4.20, 2.45)  2.619
C (-1.51, 4.71, 3.77)  -1.034
O (-0.51, 5.21, 4.64)  -0.206
C (-0.84, 5.66, 5.98)  -0.881
N (-1.93, 3.40, 1.74)  2.111
H (0.90, 5.40, 2.05)  0.454
H (-0.54, 5.87, 1.03)  0.267
H (0.35, 4.44, 0.68)  0.062
H (-0.11, 3.47, 2.81)  -1.531
H (-1.99, 3.85, 4.21)  0.468
H (-2.26, 5.50, 3.59)  0.379
H (-1.56, 6.48, 5.91)  0.273
H (0.12, 5.90, 6.41)  0.284
H (-1.26, 4.84, 6.62)  0.321
H (-1.44, 2.82, 1.08)  -1.025
H (-2.52, 4.02, 1.22)  -1.201
C (-3.43, -3.58, -4.79)  -1.404
C (-2.64, -3.43, -6.05)  0.472
C (-3.02, -2.06, -6.70)  -0.206
O (-2.44, -1.73, -7.96)  -0.318
C (-3.07, -2.43, -9.07)  -0.709
N (-1.23, -3.63, -5.78)  -0.572
H (-4.51, -3.44, -4.98)  0.409
H (-3.14, -2.89, -4.00)  -0.045
H (-3.25, -4.58, -4.40)  0.385
H (-2.90, -4.21, -6.77)  0.594
H (-2.61, -1.29, -6.03)  -0.450
H (-4.11, -1.93, -6.72)  0.613
H (-2.48, -2.21, -9.97)  0.264
H (-4.09, -2.02, -9.23)  0.268
H (-3.07, -3.53, -8.91)  0.271
H (-0.91, -2.84, -5.23)  0.104
H (-0.75, -3.49, -6.66)  0.368
C (-6.39, 0.49, -2.66)  -1.588
C (-5.16, -0.24, -2.19)  2.111
C (-5.30, -1.72, -2.25)  0.262
O (-6.26, -2.18, -1.38)  -0.495
C (-6.06, -2.11, 0.01)  -0.079
N (-4.01, 0.15, -3.09)  0.869
H (-6.31, 1.56, -2.67)  0.119
H (-7.29, 0.26, -2.05)  0.339
H (-6.67, 0.17, -3.67)  0.384
H (-4.94, 0.15, -1.18)  -1.159
H (-4.30, -2.17, -2.02)  -0.327
H (-5.65, -2.01, -3.25)  0.150
H (-6.92, -2.63, 0.45)  0.348
H (-5.95, -1.08, 0.39)  0.053
H (-5.14, -2.62, 0.30)  -0.052
H (-3.11, -0.11, -2.69)  -0.604
H (-4.08, -0.20, -4.04)  -0.113
C (2.31, 3.92, -2.95)  -0.391
C (2.88, 3.49, -1.60)  0.625
O (4.05, 2.69, -1.63)  -0.537
H (3.03, 4.52, -3.51)  0.414
H (1.40, 4.49, -2.80)  -0.026
H (2.00, 3.09, -3.58)  -0.151
H (2.15, 2.99, -0.98)  -0.621
H (3.13, 4.43, -1.09)  0.532
H (4.84, 3.25, -1.54)  0.291
C (-1.44, 4.90, -2.12)  -0.499
C (-2.46, 5.56, -1.20)  -0.587
O (-3.30, 4.60, -0.55)  0.567
H (-0.72, 5.65, -2.51)  0.515
H (-1.97, 4.46, -2.96)  0.034
H (-0.90, 4.08, -1.61)  -0.176
H (-3.12, 6.29, -1.72)  0.525
H (-1.99, 6.08, -0.36)  0.239
H (-3.64, 4.08, -1.30)  -0.364
C (-3.44, -0.58, 2.66)  -0.291
C (-2.44, 0.41, 3.22)  1.935
O (-3.02, 1.59, 3.70)  -0.764
H (-2.94, -1.46, 2.26)  -0.443
H (-3.94, -0.14, 1.79)  -0.537
H (-4.12, -0.90, 3.41)  0.670
H (-1.72, 0.70, 2.45)  -0.120
H (-1.84, 0.00, 4.02)  -0.823
H (-2.95, 2.34, 3.02)  -0.084
C (4.66, -5.01, -0.13)  -0.947
C (3.29, -4.37, -0.40)  1.135
O (2.60, -5.36, -1.10)  -0.662
H (5.31, -4.43, 0.52)  -0.345
H (5.12, -5.20, -1.10)  0.258
H (4.48, -5.96, 0.43)  0.405
H (3.46, -3.49, -1.03)  -0.655
H (2.92, -4.14, 0.58)  0.354
H (1.60, -5.21, -1.00)  0.423
C (-4.66, 3.97, -5.00)  -1.316
C (-5.17, 3.81, -3.59)  -0.379
O (-4.33, 3.17, -2.66)  -0.090
H (-5.36, 4.51, -5.62)  0.426
H (-4.47, 3.00, -5.50)  0.242
H (-3.75, 4.57, -5.04)  0.300
H (-6.15, 3.32, -3.57)  0.344
H (-5.37, 4.72, -3.07)  0.472
H (-4.22, 2.22, -2.85)  -0.134
C (7.22, -0.50, -1.04)  -0.729
C (8.08, -1.82, -1.08)  -0.432
O (7.23, -2.94, -0.81)  -0.368
H (7.93, 0.32, -0.98)  0.385
H (6.62, -0.50, -0.16)  -0.173
H (6.68, -0.35, -1.96)  0.373
H (8.89, -1.79, -0.32)  0.368
H (8.50, -1.87, -2.08)  0.378
H (7.64, -3.76, -1.07)  0.210
C (0.97, 1.12, 5.48)  0.024
C (-0.24, 1.92, 5.99)  0.213
O (-0.70, 1.26, 7.22)  -0.616
H (0.61, 0.16, 5.08)  -0.350
H (1.67, 1.01, 6.31)  0.569
H (1.44, 1.73, 4.71)  -0.342
H (-1.02, 1.93, 5.21)  -0.165
H (0.05, 2.93, 6.26)  0.330
H (-1.62, 1.41, 7.36)  0.334

Values from the calculation:
net charge	0
electronic energy	-116028.4447	eV
highest occupied orbital energy	-8.79	eV
Kohn-Sham gap	0.3402	hartree


Record 2
ORCA calculation (ωB97M-V/def2-TZVPD) on a cluster of 4 separate species, CH10NO3 in total in a non-equilibrium geometry.

Each line ends with the Mulliken charge.
Atoms and positions in Å:
C (-1.31, 0.03, -1.36)  -0.051
N (-1.31, 1.32, -1.14)  -0.251
H (-0.58, -0.81, -0.91)  0.324
H (-1.96, -0.45, -2.15)  0.339
H (-1.83, 1.96, -1.71)  0.289
H (-0.39, 1.72, -0.66)  0.333
H (2.10, -0.43, -1.79)  0.301
H (1.70, -0.56, -0.44)  0.290
O (1.43, -0.12, -1.25)  -0.584
H (1.22, 0.50, 2.86)  0.281
H (2.14, -0.65, 2.54)  0.336
O (1.25, -0.23, 2.24)  -0.604
H (-0.10, -1.18, 1.49)  0.357
H (-1.58, -0.44, 1.35)  0.242
O (-0.78, -0.67, 0.92)  -0.600

Values from the calculation:
net charge	+1
electronic energy	-8823.3773	eV
highest occupied orbital energy	-15.16	eV
Kohn-Sham gap	0.3947	hartree


Record 3
ORCA calculation (ωB97M-V/def2-TZVPD) on a cluster of 2 separate species, C2H2N2OS in total in a non-equilibrium geometry.

Each line ends with the Mulliken charge.
Atoms and positions in Å:
C (2.67, 1.82, -0.29)  -0.045
N (2.67, 0.74, 0.15)  -0.027
S (2.84, -0.76, 0.43)  -0.238
H (2.91, 2.91, -0.39)  0.328
N (0.04, -0.26, 0.88)  -0.413
C (-0.59, -0.17, -0.10)  0.520
O (-1.18, -0.12, -1.10)  -0.450
H (0.42, -0.97, 1.55)  0.323

Values from the calculation:
net charge	0
electronic energy	-17966.7007	eV
highest occupied orbital energy	-8.70	eV
structure (SMILES)	C#[N+][S-].N=C=O
Kohn-Sham gap	0.3330	hartree